{"formula": "C3H6NOS", "method": "ωB97M-V/def2-TZVPD", "relative_energy_ev": 2.410, "e_tot_ev": -17580.6552, "smiles": "N[C@@H](C=O)C[S-]", "largest_force_ev_per_a": 6.1, "charge": -1, "orbital_gap_ev": 7.0, "elements": ["N", "C", "C", "O", "C", "S", "H", "H", "H", "H", "H", "H"], "xyz": [[0.57266, 1.23208, -0.55618], [-0.46341, 0.31374, -0.29470], [-0.29804, -0.81428, -1.25932], [-0.53509, -0.66543, -2.52187], [-0.30855, -0.34395, 1.15589], [1.45275, -0.74448, 1.58273], [0.78316, 1.95246, 0.17775], [1.45213, 0.69516, -0.18768], [-1.45687, 0.75980, -0.44364], [0.54582, -1.51066, -0.90657], [-0.69672, 0.32108, 1.98244], [-1.04784, -1.19552, 1.27114]], "forces_ev_per_angstrom": [[4.11, 0.94, 0.61], [-1.70, -1.06, 2.62], [2.32, 1.37, -5.48], [0.08, -1.32, 5.03], [-1.04, 0.22, 0.98], [-0.77, -0.15, -0.28], [-1.69, -0.46, -0.51], [-1.27, 0.25, -1.22], [0.13, 0.02, 0.17], [-1.53, -0.07, -0.38], [0.39, -0.04, -1.06], [0.98, 0.31, -0.48]]}